[1]
ORCA calculation (ωB97M-V/def2-TZVPD) on C18H38CuN7O2Si2 as an isolated structure.

**E_HOMO (spin up / spin down)**: -3.42 / -4.94 eV
**HOMO-LUMO gap (spin up / spin down)**: 6.1 / 7.6 eV
**Total charge**: -1
**Multiplicity**: 2
**DFT total energy**: -3462.08843 Eh
**ΔE to the lowest compared entry with this formula, charge and spin**: 65.0 kJ/mol
**LUMO level (spin up / spin down)**: 2.71 / 2.69 eV

Element x y z (Å)
Cu -0.2314 0.6709 -0.5937
Si -1.9734 1.6670 -1.7829
Si 3.0018 -1.7333 1.9361
O 0.9199 2.2063 -0.5039
O 1.7830 4.0385 0.4009
N -2.5114 -1.9514 0.3866
N 2.6677 -0.2195 -1.6386
N -4.5868 -1.0317 0.7649
N 2.6465 -1.5370 0.2445
N -0.8060 -3.4569 0.0544
N -0.3082 -1.1657 -0.1908
N -2.5610 0.1396 1.3901
C 1.3881 -1.6016 2.8648
C -3.2645 0.4316 -2.4469
C 3.3717 -0.8391 -0.6942
C 1.0139 3.0852 0.4279
C 4.6746 0.6967 -2.5381
C 5.4159 -0.0019 -1.5945
C 2.3999 1.2978 -3.4640
C 4.7726 -0.7849 -0.6606
C 0.0963 2.9082 1.6422
C -5.3503 0.1965 0.7926
C 4.1743 -0.4037 2.5485
C -5.1057 -1.9943 1.7280
C -2.9360 3.0195 -0.8537
C 3.2927 0.5486 -2.5231
C 3.7687 -3.4187 2.2684
C -1.2878 2.5813 -3.2951
C -1.1107 -2.0617 0.0738
C -3.1631 -0.8558 0.8793
H -4.2092 0.9277 -2.6874
H -2.3173 3.9116 -0.7611
H 1.6307 -1.5037 0.0185
H 1.0212 -0.5753 2.8434
H 3.9273 0.5640 2.1130
H -6.1282 -2.2678 1.4594
H 3.7962 -3.6410 3.3348
H 4.0677 -0.3210 3.6317
H -1.0832 -3.9309 0.9039
H 0.6088 -2.2166 2.4201
H -4.4971 -2.8951 1.7242
H -3.2388 0.8121 1.7366
H 1.9293 2.1157 -2.9153
H -3.8267 3.2877 -1.4305
H -6.3832 -0.0329 0.5239
H 3.1972 -4.2035 1.7735
H 4.7904 -3.4671 1.8900
H -3.1091 -2.5941 -0.1128
H 6.4973 0.0675 -1.5876
H 0.7153 2.7464 2.5268
H -5.1106 -1.5855 2.7501
H 0.1816 -3.5795 -0.1279
H -3.4747 -0.3730 -1.7446
H -4.9504 0.8997 0.0657
H 2.9504 1.6970 -4.3153
H 5.3259 -1.3486 0.0772
H 1.5190 -1.9001 3.9057
H -0.8182 1.8919 -3.9953
H -0.5997 2.0761 1.5382
H -5.3662 0.6772 1.7848
H 5.1468 1.3428 -3.2653
H 1.6039 0.6437 -3.8153
H -0.4619 3.8311 1.8043
H 5.2208 -0.6126 2.3317
H -2.0823 3.1165 -3.8230
H -3.2469 2.7414 0.1500
H -2.8892 -0.0309 -3.3608
H -0.5286 3.2984 -2.9883

Atomic forces in eV per Å
Cu 0.140 0.044 0.153
Si 0.042 -0.158 -0.023
Si 0.078 0.008 -0.051
O 0.053 -0.088 -0.220
O 0.093 0.158 0.080
N -0.159 -0.257 -0.166
N -0.127 0.000 0.065
N 0.169 0.031 0.092
N -0.470 -0.098 0.100
N 0.046 -0.098 -0.008
N 0.215 0.029 -0.156
N -0.102 0.218 -0.022
C 0.059 0.054 -0.073
C 0.011 0.149 0.001
C 0.035 -0.082 0.024
C -0.205 -0.012 0.113
C 0.019 -0.013 -0.014
C 0.008 0.023 -0.029
C 0.033 0.007 -0.037
C 0.056 0.021 -0.033
C 0.044 0.045 0.030
C -0.063 0.061 0.029
C -0.057 -0.088 0.037
C -0.042 -0.054 -0.019
C 0.042 -0.051 -0.089
C 0.023 0.097 -0.065
C -0.006 0.101 -0.057
C -0.137 -0.055 0.008
C -0.076 -0.053 0.149
C -0.102 -0.054 0.022
H -0.071 0.030 -0.052
H 0.086 0.084 0.007
H 0.238 0.099 0.029
H -0.029 0.067 -0.015
H -0.043 0.068 -0.040
H 0.016 0.026 0.006
H 0.020 -0.007 0.120
H 0.023 0.020 0.082
H -0.019 -0.033 0.029
H -0.075 -0.109 -0.056
H 0.004 -0.032 0.013
H 0.048 0.043 0.044
H -0.013 0.017 0.026
H -0.052 0.050 -0.008
H 0.022 0.009 -0.002
H -0.070 -0.058 -0.026
H 0.070 -0.010 -0.047
H 0.102 0.052 0.002
H 0.016 0.007 -0.001
H 0.017 0.003 0.004
H -0.009 -0.011 -0.005
H -0.028 -0.002 0.006
H -0.032 -0.049 0.090
H 0.023 0.036 -0.026
H 0.011 0.036 -0.021
H 0.018 -0.021 0.026
H 0.010 -0.025 0.076
H 0.029 -0.090 -0.077
H -0.013 -0.030 -0.022
H 0.012 -0.006 -0.020
H 0.019 0.000 -0.007
H -0.042 -0.031 -0.029
H 0.010 0.016 -0.011
H 0.047 -0.016 -0.015
H -0.035 0.056 -0.064
H -0.045 -0.119 0.130
H 0.049 -0.048 -0.060
H 0.062 0.089 0.071

[2]
ORCA calculation (ωB97M-V/def2-TZVPD) on an isolated ion of composition C18H38FNP and charge +1 at a distorted geometry.

**E_HOMO**: -12.77 eV
**HOMO-LUMO gap**: 8.1 eV
**Total charge**: +1
**DFT total energy**: -1204.01341 Eh
**SMILES**: CCCCCCCCCCCC[P@@H](C[C@@H](C)F)=[N+]=C(C)C
**LUMO level**: -4.63 eV

Element x y z (Å)
P 1.3017 0.9888 1.0373
F -0.5472 2.5242 4.6633
N 1.0486 2.6314 0.3926
C -2.9809 -1.8936 -0.7726
C -3.0748 -2.2236 -2.3858
C 0.6348 1.0239 2.8671
C -2.6864 -1.2902 2.0701
C -4.1974 -1.7940 1.6322
C -4.4333 -1.8151 -0.0106
C -1.7845 2.2012 2.4914
C -0.3043 2.3301 3.1858
C 1.0490 -1.9272 -2.9966
C 2.0983 -1.0025 -2.1403
C 3.2596 4.0491 0.5867
C -0.3228 -2.1697 -2.0972
C 2.1659 3.1203 -0.2379
C 3.6226 -0.5891 -0.0241
C 3.1234 0.4324 1.1558
C 2.4602 -1.5642 -0.6434
C -1.6276 -1.7995 -3.0419
C 2.4157 2.7647 -1.8275
H 4.4260 -1.3128 0.4819
H 0.4319 0.1017 0.3090
H 1.3971 2.2995 -2.2236
H -0.2908 -1.3266 -1.2530
H -4.9731 -0.7817 -0.2656
H 2.8677 5.1700 0.6493
H -4.9701 -1.0493 2.1539
H 3.3271 -0.0705 2.2103
H 3.8623 1.3692 1.1181
H 1.6113 1.1431 3.5433
H 1.5420 -1.7565 0.0552
H 2.9729 -2.6301 -0.8059
H 3.4538 3.6993 1.6863
H 4.2357 -0.0197 -0.8756
H -0.3588 -3.2487 -1.6454
H -1.5051 -2.1994 -4.1575
H -2.3863 1.3560 3.0674
H 0.1423 -0.0022 3.1845
H -2.3783 -0.8822 -0.6781
H 3.1323 -0.9625 -2.7359
H -3.4262 -3.3126 -2.6392
H -3.9141 -1.4994 -2.8153
H -2.4048 3.1994 2.5612
H 2.5228 3.8157 -2.3800
H 0.7038 -1.2768 -3.9283
H -1.6315 -0.6108 -3.1329
H -2.3097 -0.3454 1.4569
H -2.3868 -2.7902 -0.2777
H 4.2253 4.0865 -0.0898
H 1.6592 0.0776 -2.0381
H 1.5007 -2.9143 -3.4375
H 0.2177 3.3334 2.8227
H 3.3478 2.0798 -2.0054
H -2.6553 -0.9626 3.2132
H -4.3752 -2.8421 2.1401
H -1.7454 1.8956 1.3473
H -5.1696 -2.6713 -0.3577
H -1.9191 -2.1567 1.8376

Atomic forces in eV per Å
P -1.059 3.138 0.999
F 0.898 -0.931 -3.305
N 4.498 -2.406 -0.126
C -0.493 -1.082 -0.548
C -0.251 1.267 0.276
C 0.743 0.411 1.562
C 0.211 0.157 -0.200
C -0.121 0.441 0.720
C 0.158 1.015 0.288
C -0.344 -0.346 0.417
C -1.244 0.947 -0.431
C -0.824 0.965 0.033
C 0.293 -0.763 -0.199
C -0.435 0.519 -1.454
C 0.250 0.869 -0.969
C -0.640 -0.739 0.732
C 0.748 -1.063 0.436
C 1.772 -0.165 -0.137
C 1.270 -0.702 -1.218
C -0.233 0.363 -0.137
C -1.268 1.396 0.515
H -1.711 1.777 -0.973
H 0.788 0.329 0.396
H 2.414 0.792 0.905
H -0.156 -2.125 -1.537
H 1.229 -2.258 0.318
H 0.612 -2.396 -0.211
H 1.590 -1.664 -1.290
H -0.907 1.048 -2.163
H -1.994 -1.768 0.222
H -2.012 -0.280 -1.490
H 1.734 0.553 -1.284
H -1.219 2.279 0.417
H -0.520 0.415 -2.260
H -1.686 -1.157 1.823
H -0.006 2.156 -0.768
H -0.205 0.644 2.524
H 1.330 1.852 -1.240
H 0.812 2.100 -0.918
H -1.325 -2.107 0.009
H -2.244 0.155 1.322
H 0.937 1.999 0.697
H 1.791 -1.542 0.697
H 1.488 -1.966 -0.010
H 0.136 -2.306 1.098
H 0.870 -1.356 1.863
H 0.049 -2.467 0.167
H -1.033 -1.999 1.207
H -0.991 2.037 -0.930
H -1.799 -0.123 1.626
H 0.774 -1.927 -0.316
H -0.726 1.884 1.153
H -0.963 -2.376 0.900
H -1.749 1.413 0.441
H -0.076 -1.013 -2.399
H 0.389 2.019 -1.193
H 0.212 0.658 2.360
H 1.693 1.649 0.819
H -1.453 1.779 0.765

[3]
ORCA calculation (ωB97M-V/def2-TZVPD) on C18H38LuN6SSi as an isolated structure.

**E_HOMO**: -16.28 eV
**HOMO-LUMO gap**: 7.8 eV
**Total charge**: +3
**DFT total energy**: -2959.63861 Eh
**ΔE to the lowest compared entry with this formula, charge and spin**: 0.0 kJ/mol
**LUMO level**: -8.50 eV

Element x y z (Å)
Lu -0.7442 -0.1166 -0.3124
S 1.6720 0.6467 -0.9718
Si -2.5272 -2.3584 -1.1404
N -0.3938 -1.2205 1.6738
N 3.5352 0.4567 0.9666
N -1.1452 5.2019 -2.2067
N -1.4667 2.3804 -1.4450
N -1.0070 -2.2137 -0.2971
N 2.7902 -1.5544 0.1237
C 3.1279 -2.3561 1.3127
C 2.3679 -2.3497 -1.0428
C 2.7359 -0.2287 0.1494
C -1.7451 3.4936 -0.5003
C -0.6584 -3.5162 3.1463
C -0.8210 -2.3746 1.0671
C -0.9890 -3.5387 1.8041
C -2.1085 -1.1912 -2.6088
C -0.8535 4.0890 -3.1832
C -0.1728 -2.3492 3.7400
C -2.1803 4.7775 -1.1964
C 0.3955 0.1009 3.5777
C -0.0630 -1.2044 2.9860
C 4.8735 -0.0404 1.3512
C -3.6601 -1.2810 -0.0559
C 3.3277 1.8675 1.3152
C -3.1412 -3.9985 -1.6556
C -0.4497 2.8258 -2.4342
H -1.4741 6.0257 -2.7113
H 4.9301 -0.2526 2.4178
H 3.1621 -1.7353 2.2020
H -0.3294 0.4656 4.3097
H -0.2834 2.0437 -3.1722
H -1.3501 -4.4362 1.3147
H 0.4915 2.9774 -1.9038
H -2.3729 -0.1383 -2.4218
H -3.8518 -1.7704 0.9057
H 3.7858 2.0438 2.2855
H -0.2878 5.4859 -1.7329
H 3.7990 2.5229 0.5810
H 0.5144 0.8562 2.8045
H -4.0969 -3.9073 -2.1856
H 2.3424 -3.1032 1.4415
H 1.3005 -2.5244 -1.0460
H 2.2751 2.0992 1.3751
H -0.8397 3.6714 0.0840
H 4.0780 -2.8761 1.1921
H 5.5972 0.7397 1.1171
H 2.8716 -3.3109 -0.9825
H 5.1373 -0.9235 0.7828
H -2.3242 5.5785 -0.4759
H -3.2929 -4.6625 -0.8000
H -0.0614 4.4070 -3.8566
H -1.0623 -1.2765 -2.9230
H 1.3452 -0.0165 4.1049
H -4.6281 -1.0751 -0.5214
H -2.4189 -4.4679 -2.3302
H -2.5389 3.2111 0.1862
H -3.2120 -0.2922 0.1830
H -3.1142 4.6374 -1.7397
H 0.1010 -2.3298 4.7882
H -1.7590 3.9356 -3.7695
H -0.7666 -4.4179 3.7414
H -2.3237 2.1990 -1.9588
H -2.7066 -1.4664 -3.4840
H 2.6649 -1.8649 -1.9650

Atomic forces in eV per Å
Lu 0.386 -0.037 0.123
S -0.043 -0.136 0.403
Si 0.112 0.634 -0.017
N -0.102 0.151 -0.366
N 0.018 0.098 -0.016
N -0.163 -0.243 -0.037
N 0.200 -0.047 0.180
N -0.108 -0.017 0.103
N -0.153 -0.267 -0.053
C -0.051 -0.034 -0.061
C 0.283 0.063 0.110
C 0.190 0.083 0.031
C 0.104 -0.052 -0.210
C 0.022 -0.021 0.084
C 0.225 0.213 0.011
C -0.049 -0.175 -0.038
C -0.055 -0.275 0.175
C -0.006 -0.103 0.051
C -0.023 -0.176 0.121
C 0.002 -0.101 0.020
C -0.075 -0.205 0.081
C 0.005 0.309 -0.087
C -0.037 0.078 -0.011
C -0.154 -0.557 -0.111
C 0.150 -0.151 -0.183
C -0.162 -0.178 -0.048
C -0.139 0.062 0.088
H -0.046 0.130 -0.074
H -0.041 -0.020 0.001
H -0.014 0.050 -0.022
H 0.037 -0.029 -0.050
H 0.022 -0.072 -0.028
H 0.074 0.063 0.066
H 0.033 0.001 0.013
H 0.009 0.102 -0.061
H 0.016 0.159 -0.055
H -0.004 -0.016 0.017
H 0.136 0.040 0.070
H 0.025 -0.031 -0.003
H 0.052 0.099 -0.094
H 0.132 -0.038 0.075
H -0.001 0.028 -0.045
H -0.286 -0.047 0.068
H -0.233 0.004 0.010
H 0.013 -0.016 0.048
H -0.010 0.033 -0.014
H -0.047 0.035 -0.004
H 0.065 -0.001 0.005
H -0.030 -0.030 -0.048
H 0.057 0.098 -0.003
H -0.007 0.037 -0.073
H 0.038 0.095 0.011
H 0.054 0.038 -0.079
H -0.067 -0.004 -0.054
H 0.090 0.110 0.058
H -0.066 0.003 0.052
H -0.044 -0.046 0.082
H -0.148 0.066 0.041
H 0.000 0.013 -0.064
H -0.037 -0.024 -0.086
H -0.052 0.053 0.014
H 0.006 0.100 -0.052
H -0.189 -0.113 -0.058
H 0.040 0.121 0.057
H 0.047 0.096 -0.064

[4]
ORCA calculation (ωB97M-V/def2-TZVPD) on C18H38N2O2RuSSi2Te5 as an isolated structure at a distorted geometry.

**E_HOMO (spin up / spin down)**: -8.97 / -9.46 eV
**HOMO-LUMO gap (spin up / spin down)**: 5.6 / 5.2 eV
**Total charge**: +1
**Multiplicity**: 6
**DFT total energy**: -3380.57918 Eh
**ΔE to the lowest compared entry with this formula, charge and spin**: 272.9 kJ/mol
**LUMO level (spin up / spin down)**: -3.39 / -4.23 eV

Element x y z (Å)
Te -1.9875 -5.8714 -1.9624
Te -0.5351 0.6896 -0.0506
Te 1.3719 -3.8090 -1.6506
Te 1.0514 -6.1320 -2.9198
Te -1.2248 -3.5694 -0.7236
Ru 0.5071 -1.6419 -0.6890
S -3.0374 -1.7892 1.9349
Si -2.7490 1.3402 -2.4219
Si 0.9127 2.7826 2.0641
O -2.0103 -1.4849 0.8729
O 1.0591 -2.4934 1.5057
N 2.6750 -0.8940 -1.4005
N 3.3011 -2.3232 1.2583
C -3.5396 2.4019 -1.0421
C 2.1834 -2.9819 1.6370
C 3.6243 -0.5958 -0.5094
C -3.3915 -0.4552 -2.2564
C -4.3460 -2.6979 1.0343
C 2.8806 -0.6218 -2.6890
C 3.3093 -0.9081 0.9328
C 5.0088 0.3331 -2.2229
C 4.0322 -0.0082 -3.1464
C -0.6926 2.1788 2.9059
C -3.0511 2.1260 -4.1253
C -3.9778 -0.2332 2.1044
C 4.8067 0.0192 -0.8879
C 0.9596 4.6790 2.1196
C 2.3968 -4.3483 2.2229
C -0.8637 1.2053 -2.1333
C 0.9184 2.2537 0.2249
C 2.4022 1.9711 2.9403
H -4.4200 -0.4876 -1.9040
H 2.9153 -5.0025 1.5216
H 1.4377 -4.7928 2.4802
H -3.1693 2.1206 -0.0560
H 0.5916 3.0851 -0.3939
H 4.1901 -2.7855 1.3803
H -0.7505 1.0895 2.9072
H -4.1119 2.2816 -4.2846
H -5.2347 -2.7178 1.6521
H 3.2943 2.0046 2.3218
H 4.1620 0.1877 -4.1983
H -3.3245 0.5093 2.5535
H 2.2086 0.9347 3.2037
H 4.0230 -0.3952 1.5810
H 1.8218 5.0748 1.5933
H 1.0116 5.0281 3.1450
H -2.5657 3.0950 -4.2003
H 2.0890 -0.9116 -3.3751
H -0.7467 2.5111 3.9386
H -2.6857 1.5136 -4.9433
H 2.2970 -0.5228 1.1551
H -1.5712 2.5640 2.3909
H 0.0714 5.1142 1.6706
H 2.6261 2.5012 3.8596
H -4.0083 -3.7142 0.8510
H -4.8275 -0.4166 2.7536
H -4.5411 -2.2018 0.0886
H 5.5568 0.2463 -0.1467
H 2.9987 -4.2663 3.1268
H -3.3628 -0.9826 -3.2055
H -4.3008 0.0987 1.1219
H -0.4167 0.4405 -2.7756
H -4.6195 2.2858 -1.0398
H 5.9124 0.8348 -2.5341
H -0.3480 2.1450 -2.3071
H 1.9037 1.9519 -0.1320
H -2.7660 -1.0019 -1.5467
H -3.3345 3.4593 -1.1801

Atomic forces in eV per Å
Te 0.249 0.229 -0.129
Te 0.079 0.988 -0.792
Te 1.872 -2.145 -1.344
Te -0.364 0.399 0.255
Te -1.293 -1.194 -0.048
Ru 0.663 1.518 0.924
S -0.875 0.399 -0.666
Si -0.169 -0.177 0.034
Si -0.020 0.122 0.217
O -0.268 0.002 0.603
O 0.010 0.239 -0.160
N -0.542 -0.059 0.061
N 0.080 0.044 0.017
C 0.390 -0.318 -0.477
C 0.136 -0.190 -0.031
C -0.055 0.042 0.087
C 0.215 0.722 -0.082
C 0.363 0.150 0.415
C -0.048 -0.065 -0.108
C -0.254 0.206 0.039
C -0.140 -0.084 -0.049
C 0.129 0.028 0.131
C 0.539 0.165 -0.300
C 0.058 -0.314 0.636
C 0.253 -0.497 0.086
C -0.050 -0.042 -0.036
C 0.111 -0.714 0.059
C -0.148 -0.042 0.147
C -0.604 -0.114 0.067
C 0.046 -0.224 0.587
C -0.536 0.399 -0.319
H -0.154 0.052 0.063
H 0.024 0.054 -0.065
H 0.035 0.077 -0.086
H -0.022 -0.048 0.014
H -0.173 0.076 -0.072
H -0.109 0.017 0.032
H -0.009 -0.090 0.035
H -0.283 0.035 -0.039
H -0.214 -0.044 0.126
H 0.163 0.053 -0.143
H -0.029 0.059 -0.089
H 0.114 -0.013 0.043
H -0.113 -0.169 -0.002
H -0.073 -0.018 -0.012
H 0.203 0.049 -0.116
H 0.011 0.079 0.245
H 0.093 0.165 0.074
H 0.083 0.024 0.072
H 0.101 0.103 0.187
H 0.102 -0.196 -0.076
H 0.427 -0.102 -0.008
H -0.089 0.041 -0.080
H -0.184 -0.027 -0.103
H 0.034 0.107 0.225
H 0.101 -0.061 0.081
H -0.132 0.003 0.101
H 0.061 0.191 -0.054
H 0.057 0.057 0.094
H 0.071 -0.039 0.044
H 0.089 -0.091 -0.169
H 0.009 -0.054 -0.140
H -0.054 0.070 0.077
H -0.201 -0.068 -0.065
H 0.088 -0.010 -0.045
H 0.104 0.120 0.044
H 0.014 -0.084 0.022
H -0.060 0.007 0.022
H 0.088 0.206 -0.057